ORCA calculation (ωB97M-V with the def2-TZVPD basis set) on a molecular structure, C37H40F5NO3S4SeW in a non-equilibrium geometry.

Highest occupied orbital energy: -0.501 Ha
Energy relative to the best compared isomer or geometry (same formula, charge and spin): 7.1 kJ/mol
LUMO: -9.05 eV
Charge: +2

Last column: Löwdin charge in e.
Geometry (Å):
1 C -2.62 5.74 -0.56  -0.0481
2 C -2.01 4.49 -1.18  -0.5267
3 C -3.73 3.83 3.65  -0.0517
4 C -2.07 3.30 -0.23  -0.0647
5 S -1.96 -0.35 -3.75  0.8215
6 C 1.30 -2.60 1.34  -0.0991
7 H -4.32 1.54 4.82  0.0937
8 H -0.04 3.91 -1.96  0.0636
9 F 2.42 -6.48 -1.53  0.1665
10 C 0.10 -2.02 0.96  0.0594
11 C -2.51 3.40 1.10  0.0760
12 H 3.42 -2.53 1.12  0.1142
13 W -0.09 0.12 -1.98  1.3002
14 H -4.11 3.88 4.67  0.0952
15 H -0.16 -4.97 1.25  0.0621
16 C 1.54 -3.20 3.70  -0.0140
17 F 2.93 -4.09 -2.69  0.1028
18 Se 1.18 -1.71 -3.14  0.8269
19 C 1.72 -4.34 -2.21  -0.2483
20 C -1.58 1.58 -7.49  -0.8822
21 C -0.29 1.32 -5.20  -1.0457
22 C 1.47 -5.57 -1.62  -0.1434
23 H -4.71 1.25 3.13  0.0973
24 H 0.70 -2.56 3.98  0.0934
25 H 0.02 5.05 -0.60  0.0992
26 C -0.51 -3.65 -1.77  -0.2385
27 C 1.35 -3.78 2.29  -0.5339
28 H -1.93 0.26 2.29  0.1261
29 C 0.05 -4.60 2.25  -0.0257
30 C 0.20 -5.83 -1.09  -0.1395
31 C -2.77 4.18 -2.48  -0.0288
32 H -2.87 5.09 -3.07  0.0933
33 H 2.52 -5.01 0.91  0.0813
34 H 4.30 0.84 1.31  0.0986
35 H -0.85 -2.42 1.26  0.1354
36 S -0.05 2.14 -6.68  1.1112
37 S 0.85 1.44 -4.01  0.7750
38 H 3.43 0.42 -2.34  0.0587
39 C -1.63 2.04 -0.60  -0.2122
40 H -2.26 3.43 -3.09  0.0620
41 C 0.73 -3.36 -2.29  -0.4291
42 H 0.15 -5.45 2.91  0.1052
43 O 1.26 0.89 -0.92  -0.1932
44 H -3.09 4.70 3.51  0.0883
45 C -1.58 0.98 0.31  -0.1642
46 F -0.04 -6.99 -0.51  0.1745
47 H -2.05 2.59 5.42  0.0955
48 C 1.38 -0.27 -0.22  -0.2791
49 C 2.62 -0.91 0.05  -0.0723
50 C -1.55 0.51 -5.09  -1.0531
51 C 4.00 0.69 -1.43  -0.0426
52 H 2.45 -2.62 3.77  0.0935
53 H 1.60 -4.01 4.42  0.1020
54 N -0.99 -0.17 -0.30  -0.0215
55 H -1.16 1.60 4.27  0.0802
56 H -3.36 0.41 3.90  0.0750
57 H -3.67 5.59 -0.30  0.0989
58 H 5.02 0.87 -1.74  0.1011
59 H 4.17 -2.01 -1.94  0.0683
60 C -0.79 -4.87 -1.17  -0.1578
61 H 5.79 0.31 0.52  0.1005
62 H 2.43 -5.62 2.56  0.1025
63 H 4.84 -2.49 -0.38  0.0875
64 C 4.71 -1.65 -1.06  -0.0246
65 O -1.13 1.70 -1.84  -0.3344
66 H 3.60 1.61 -1.02  0.0909
67 S -2.58 0.50 -6.47  1.0993
68 C 4.79 0.00 0.82  -0.0178
69 O -1.87 1.91 -8.58  0.0958
70 C 2.51 -2.03 0.85  0.0812
71 C 0.13 -0.84 0.20  -0.2279
72 C -1.74 2.52 4.38  -0.0301
73 C 2.52 -4.72 1.96  -0.0214
74 H -2.87 4.36 1.43  0.0960
75 C -3.89 1.36 3.84  -0.0400
76 H -4.58 3.91 2.97  0.0979
77 H -1.08 3.36 4.17  0.0931
78 H -0.46 5.61 -2.20  0.0966
79 C -0.53 4.78 -1.50  -0.0207
80 F -1.99 -5.10 -0.66  0.1552
81 H 5.71 -1.35 -1.38  0.1023
82 C -2.97 2.52 3.46  -0.5561
83 H 3.49 -4.28 2.20  0.0877
84 H -2.57 6.56 -1.28  0.0955
85 C -1.99 1.11 1.61  0.0671
86 H -2.08 6.06 0.33  0.0933
87 H -3.78 3.82 -2.27  0.0997
88 F -1.50 -2.72 -1.84  0.0210
89 H 4.90 -0.80 1.55  0.0888
90 C 4.00 -0.46 -0.42  -0.5263
91 C -2.49 2.35 2.02  -0.1242
92 H -0.81 -4.03 2.60  0.0908

=====

ORCA calculation (ωB97M-V with the def2-TZVPD basis set) on a molecular structure, C37H40O2OsP2 in a non-equilibrium geometry.

Highest occupied orbital energy (spin up / spin down): -0.476 / -0.500 Ha
Energy relative to the best compared isomer or geometry (same formula, charge and spin): 0.0 kJ/mol
LUMO (spin up / spin down): -6.93 / -8.64 eV
2S+1: 5
Charge: +2

Last column: Löwdin charge in e.
Geometry (Å):
1 C 2.73 0.50 -7.02  -0.0602
2 C 3.08 2.19 -4.83  -0.0727
3 C -1.35 -1.68 0.94  -0.1043
4 C -1.07 -0.24 -3.54  -0.2805
5 C 1.78 2.01 -2.06  -0.3982
6 C -0.66 -1.44 -0.24  -0.0922
7 C -1.88 -2.85 -4.95  -0.0929
8 P -0.18 -1.69 -2.95  1.0574
9 C 0.74 -0.63 6.95  -0.5854
10 C 1.18 4.18 -1.17  -0.0623
11 H 4.13 3.49 -6.20  0.1165
12 H -1.73 -1.03 5.93  0.1161
13 H -1.70 -5.76 -6.74  0.1198
14 C -0.25 0.86 -3.68  -0.2888
15 P 1.43 0.56 -3.11  1.0626
16 C 3.03 2.06 -1.39  -0.0989
17 C 1.55 -0.86 3.38  -0.2355
18 C -1.80 -0.17 5.26  -0.2265
19 H -3.14 -3.75 -6.45  0.1191
20 C 2.35 1.00 -4.67  -0.3352
21 H 3.72 1.23 -1.47  0.1144
22 C 3.61 2.54 -6.08  -0.0570
23 O 1.03 0.16 5.93  -0.1838
24 H 4.31 3.24 -0.12  0.1193
25 H -1.74 2.00 1.68  0.1199
26 C 0.05 -4.16 -4.28  -0.0923
27 C 3.34 3.19 -0.64  -0.0691
28 C -0.73 -2.99 -4.16  -0.3700
29 H 0.54 2.70 5.16  0.1330
30 H -2.87 -2.81 1.96  0.1076
31 H 0.29 -6.06 -5.28  0.1168
32 H -3.75 0.89 3.42  0.1345
33 H 2.67 5.12 0.07  0.1163
34 H -2.22 0.78 7.09  0.1294
35 H 3.87 1.96 -8.16  0.1198
36 Os 0.01 0.15 4.14  1.6218
37 H -3.37 1.23 5.84  0.1350
38 H 1.72 -0.58 2.33  0.0199
39 C -1.44 -5.00 -6.00  -0.0480
40 H -0.52 1.82 -4.14  0.0989
41 C -2.23 -3.86 -5.86  -0.0609
42 C -2.09 -3.07 -1.35  -0.0591
43 C -1.91 1.95 2.77  -0.1585
44 H -1.05 -1.13 1.85  0.0444
45 H -1.06 2.66 6.75  0.1286
46 H 2.14 -1.03 8.52  0.1018
47 C -2.07 -0.38 3.89  -0.2524
48 H -2.93 0.23 2.04  0.1038
49 H -2.24 -1.42 3.58  0.1075
50 O 0.01 -1.63 6.91  0.0389
51 H 1.62 -0.77 -5.67  0.0986
52 C -0.31 -5.15 -5.19  -0.0596
53 C -2.30 1.06 6.03  -0.1358
54 C -1.48 2.33 5.79  -0.1446
55 H 0.68 -0.21 9.04  0.0971
56 H 0.94 -4.28 -3.66  0.1066
57 H 0.47 5.00 -1.11  0.1156
58 H -2.38 -3.61 -2.26  0.1126
59 C -2.78 -3.30 -0.15  -0.0410
60 C -1.06 -2.13 -1.41  -0.3499
61 H 3.20 2.88 -3.99  0.1011
62 H -0.12 2.98 -2.40  0.0914
63 C 2.19 0.15 -5.79  -0.0970
64 H 2.39 -0.53 4.00  0.0340
65 H 1.44 -1.95 3.46  0.0519
66 H -2.15 -0.27 -3.67  0.0876
67 H 0.21 2.50 2.76  0.1249
68 H -2.15 3.15 5.50  0.1309
69 C 1.43 -0.25 8.25  0.0271
70 C -2.38 -2.62 1.00  -0.0549
71 C 2.42 4.24 -0.52  -0.0648
72 H -2.52 -1.98 -4.84  0.0909
73 C 3.45 1.69 -7.18  -0.0473
74 H 0.18 -0.73 -0.26  0.0995
75 H 2.60 -0.16 -7.88  0.1134
76 C -2.74 0.67 3.03  -0.1608
77 H -3.61 -4.01 -0.12  0.1212
78 H 1.95 0.69 8.13  0.0791
79 C -0.54 2.04 3.39  -0.2749
80 C -0.34 2.16 4.80  -0.2209
81 H -2.50 2.86 3.00  0.1354
82 C 0.85 3.04 -1.92  -0.0860

=====

ORCA calculation (ωB97M-V with the def2-TZVPD basis set) on a molecular structure, C37H40O2P2V in a non-equilibrium geometry.

Highest occupied orbital energy (spin up / spin down): -0.261 / -0.273 Ha
Energy relative to the best compared isomer or geometry (same formula, charge and spin): 0.0 kJ/mol
LUMO (spin up / spin down): -0.16 / -0.15 eV
2S+1: 4

Last column: Löwdin charge in e.
Geometry (Å):
1 O -1.80 0.82 3.35  -0.2006
2 C -1.61 0.55 4.62  -0.6762
3 C -0.47 5.51 -2.42  -0.0787
4 C 0.25 -3.97 3.21  -0.0792
5 C -0.52 3.35 2.13  -0.2427
6 C 1.60 5.31 -1.20  -0.0836
7 H 2.52 -3.61 -3.69  0.1213
8 C -0.49 1.29 5.31  -0.0198
9 C 0.44 0.64 -1.25  -0.2602
10 H 2.48 0.76 3.67  0.0970
11 H -0.70 4.10 1.35  -0.0359
12 C 1.21 4.06 -0.72  -0.0874
13 C -2.36 1.72 -0.67  -0.3359
14 V -0.52 1.18 1.74  0.4256
15 H 6.51 -0.73 3.14  0.1083
16 C 1.21 -3.18 -2.02  -0.1438
17 P 1.11 -0.41 1.27  0.9489
18 H 0.77 -2.88 -5.02  0.0968
19 H -2.64 -2.92 -3.24  0.1101
20 C 5.08 -1.26 1.60  -0.0781
21 H 2.02 -2.87 2.68  0.0994
22 C -1.85 -3.00 2.52  -0.0668
23 H 3.48 -1.63 0.20  0.0958
24 H -5.45 2.31 0.66  0.1100
25 H -4.42 0.28 -2.98  0.1031
26 C -1.15 -4.02 3.19  -0.0716
27 C -0.89 4.27 -1.94  -0.0757
28 C -0.75 -3.98 -3.37  -0.2007
29 P -0.54 1.93 -0.47  0.9349
30 H 2.56 5.72 -0.89  0.1073
31 C 3.77 -1.16 1.14  -0.0976
32 H -1.96 -0.69 -3.63  0.0804
33 H 1.72 -3.12 -1.05  0.0892
34 H 0.49 0.83 5.11  0.0653
35 C 5.47 -0.64 2.79  -0.0748
36 C 0.77 6.04 -2.06  -0.0774
37 C -1.17 -1.96 1.89  -0.0976
38 H 1.85 3.52 -0.01  0.1141
39 H -1.69 -4.84 3.67  0.1072
40 H 1.10 7.00 -2.45  0.1048
41 H 4.84 0.57 4.45  0.1093
42 H 0.60 0.71 -2.32  0.0436
43 H 0.80 -4.76 3.72  0.1044
44 C -2.77 1.06 -1.83  -0.1061
45 C -1.71 -2.86 -3.84  -0.1744
46 C 3.20 0.19 3.08  -0.0653
47 C 0.93 -2.91 2.61  -0.0844
48 C 0.10 -1.13 -3.95  -0.1247
49 H -2.94 -3.02 2.52  0.1172
50 H 1.88 -1.53 -5.00  0.1140
51 C 1.17 -2.09 -4.37  -0.1877
52 H -0.43 2.35 5.04  0.0702
53 H -3.05 2.71 1.14  0.0998
54 H -0.08 -4.22 -4.20  0.0946
55 C -4.69 1.97 -0.04  -0.0679
56 C 0.25 -1.89 1.93  -0.3270
57 H -0.51 -4.08 -1.18  0.1080
58 C -1.17 -1.45 -3.74  -0.1035
59 H -1.12 6.08 -3.07  0.1003
60 C 1.04 -0.35 -0.53  -0.2563
61 O -2.27 -0.25 5.28  0.0019
62 H -1.36 3.37 2.86  -0.0185
63 C 1.99 -2.75 -3.23  -0.1821
64 H -1.38 -4.88 -3.23  0.1123
65 H 1.53 -1.18 -1.04  0.0206
66 H -0.66 1.21 6.39  0.0756
67 C -4.12 0.83 -2.09  -0.0733
68 C 4.52 0.08 3.53  -0.0754
69 H 0.44 3.55 2.64  -0.0211
70 H -2.00 0.71 -2.53  0.0652
71 H -6.16 1.12 -1.40  0.1065
72 C -5.10 1.29 -1.19  -0.0762
73 H 0.41 -0.09 -3.92  0.0896
74 H -1.77 -1.19 1.39  0.0990
75 H -2.02 -3.08 -4.88  0.1237
76 H 5.81 -1.81 1.01  0.1047
77 C -0.02 -3.72 -2.09  -0.0853
78 C -0.03 3.52 -1.12  -0.3570
79 H -1.88 3.88 -2.19  0.1050
80 C 2.81 -0.45 1.88  -0.3577
81 C -3.34 2.19 0.23  -0.0602
82 H 2.78 -2.05 -2.93  0.1034

=====

ORCA calculation (ωB97M-V with the def2-TZVPD basis set) on a molecular structure, C37H40OP2Pt in a non-equilibrium geometry.

Highest occupied orbital energy (spin up / spin down): -0.213 / -0.288 Ha
LUMO (spin up / spin down): 0.02 / -1.86 eV
2S+1: 3

Last column: Löwdin charge in e.
Geometry (Å):
1 H -6.07 7.49 -0.51  0.0956
2 C 2.66 5.76 1.06  -0.1135
3 C 1.69 -7.35 -0.79  -0.1905
4 H -0.90 -5.14 2.11  -0.0334
5 C 2.74 -4.85 2.90  -0.5333
6 C -3.31 1.79 0.06  -0.4355
7 H -2.13 3.90 -1.93  0.0787
8 C 2.68 -6.38 3.23  -0.0759
9 C 3.60 6.79 0.88  -0.0859
10 C 1.92 2.19 -0.07  -0.4015
11 H 0.30 -6.66 -2.32  0.1174
12 O 3.76 -4.18 3.01  -0.0537
13 H 1.84 5.19 -2.20  0.0815
14 H 0.24 0.87 0.34  0.0994
15 C -3.16 5.96 0.38  -0.1081
16 C 2.52 -6.29 -0.17  -0.1358
17 H -3.61 1.40 2.17  0.0993
18 C -1.48 3.71 -1.05  -0.3424
19 P 0.96 3.66 0.32  1.0033
20 H -3.71 8.04 0.15  0.1031
21 C 3.26 6.67 -1.52  -0.0818
22 C -0.12 3.81 -1.17  -0.3230
23 H 2.30 -7.80 -1.62  0.1364
24 H 2.81 -6.97 2.27  0.0581
25 C 3.90 7.23 -0.42  -0.0887
26 H -1.15 -4.04 -0.02  0.1089
27 C -4.94 -0.46 -0.38  -0.0765
28 H -4.57 -0.10 -2.47  0.0976
29 C -3.52 1.32 -1.24  -0.0942
30 H 2.37 5.42 2.05  0.0942
31 H 2.49 -3.51 -1.85  0.1135
32 H -5.11 -0.53 1.77  0.1047
33 C 3.26 2.26 -0.47  -0.0847
34 C -0.33 -4.82 3.03  -0.2617
35 C -0.38 -4.64 -0.53  -0.1671
36 H 3.47 -6.62 4.02  0.0977
37 H 4.98 1.13 -1.10  0.0996
38 C -5.38 6.68 -0.27  -0.0977
39 H 1.62 -8.06 0.06  0.1178
40 H 3.32 -6.49 0.59  0.1011
41 H -5.23 3.27 -0.06  0.0909
42 H 3.45 7.04 -2.52  0.1006
43 C -3.84 1.07 1.15  -0.1186
44 C 0.45 -3.83 -1.41  -0.2103
45 H -5.61 -1.30 -0.55  0.1001
46 C 2.34 5.63 -1.34  -0.0998
47 C -5.83 5.35 -0.29  -0.0826
48 C -4.66 -0.02 0.92  -0.0941
49 H 3.23 -4.31 0.01  0.1029
50 C 1.29 0.94 0.04  -0.0966
51 H 1.52 -1.19 -0.18  0.0690
52 C -3.58 4.62 0.26  -0.3778
53 H 3.86 -1.09 -0.96  0.1011
54 C 0.31 -6.98 -1.26  -0.1995
55 H -0.16 -4.02 -2.31  0.1279
56 H 1.90 -5.14 -2.31  0.1170
57 C 3.33 -0.17 -0.71  -0.0793
58 P -2.34 3.24 0.52  1.0083
59 C 3.95 1.09 -0.78  -0.0856
60 H -0.97 -6.37 0.43  0.0999
61 C 2.06 5.14 -0.05  -0.3779
62 H -2.12 6.17 0.65  0.1025
63 H 3.78 3.21 -0.58  0.0977
64 H -0.86 -4.29 3.87  -0.0085
65 H -3.07 1.82 -2.10  0.0971
66 C -0.42 -5.97 -0.44  -0.1233
67 C 2.47 -4.98 -0.42  -0.1553
68 C -4.35 0.23 -1.46  -0.0791
69 C -4.92 4.31 -0.01  -0.0900
70 H 0.39 -5.64 3.28  -0.0528
71 Pt 1.22 -3.56 2.44  0.8290
72 H 0.38 3.84 -2.16  0.0708
73 H -6.86 5.10 -0.56  0.1024
74 C 1.83 -4.33 -1.57  -0.2043
75 C 2.00 -0.22 -0.27  -0.0929
76 H -0.36 -7.87 -1.19  0.1195
77 H 4.62 8.02 -0.55  0.0953
78 C -4.06 7.00 0.11  -0.0859
79 H 0.37 -2.73 -1.30  0.1061
80 H 1.66 -6.66 3.61  0.0513
81 H 4.05 7.24 1.76  0.1021

=====

ORCA calculation (ωB97M-V with the def2-TZVPD basis set) on a molecular structure, C37H41BGeNO12P2STa.

Highest occupied orbital energy: -0.280 Ha
Energy relative to the best compared isomer or geometry (same formula, charge and spin): 235.9 kJ/mol
LUMO: -1.03 eV

Last column: Löwdin charge in e.
Geometry (Å):
1 H 4.67 -0.85 -0.96  0.1197
2 C -4.74 -1.55 1.54  -0.1111
3 B 0.76 0.24 -1.37  -0.5361
4 H 7.71 -2.51 -1.73  0.0866
5 H -0.32 -4.70 4.35  0.0985
6 P -1.72 2.48 -3.03  0.3545
7 H 2.72 1.13 3.80  0.1165
8 C 6.52 -2.23 -4.13  -0.0488
9 C 2.01 2.02 1.96  -0.0293
10 H -4.36 5.02 0.39  0.1259
11 H -1.13 1.76 -4.99  0.1202
12 H 1.62 2.61 -0.54  0.1095
13 H -1.88 5.45 -2.80  0.0948
14 C 2.09 1.88 3.34  -0.0341
15 Ta -0.89 1.63 -0.53  1.6239
16 C 0.09 -2.83 5.32  -0.0762
17 H -3.48 -1.38 -1.03  0.0936
18 C -3.10 3.67 -2.71  -0.5782
19 C -6.09 -1.33 1.78  -0.0880
20 H -3.62 5.73 -3.01  0.0923
21 O -1.93 3.73 -0.19  -0.3216
22 C -2.36 -2.74 -2.26  -0.0797
23 O 2.19 1.34 6.18  -0.3569
24 C 4.43 -2.04 -2.77  -0.1638
25 H 5.98 -2.64 -4.99  0.0754
26 H 7.54 -2.63 -4.16  0.0852
27 H -4.51 1.86 -1.10  0.1193
28 H -5.92 1.84 2.96  0.1008
29 Ge -1.89 -0.85 1.51  0.9439
30 C -4.25 0.68 2.29  -0.1217
31 C -1.04 0.91 1.22  -0.3614
32 C -0.38 -3.62 4.28  -0.0913
33 H 5.31 -4.44 -1.74  0.0915
34 H 0.26 -2.74 0.57  0.1100
35 C 5.85 -2.61 -2.80  -0.5629
36 S 1.20 2.36 5.93  0.3977
37 H -3.10 -2.73 -3.05  0.1022
38 C 6.71 -2.08 -1.66  -0.0695
39 H -7.57 0.06 2.48  0.1005
40 O -0.18 1.90 6.04  -0.3575
41 C -5.60 0.89 2.54  -0.0916
42 O 0.61 -0.49 -2.56  0.1093
43 H -1.06 -4.12 -3.25  0.1031
44 C 2.20 -1.96 -3.79  0.0192
45 H -0.25 4.55 1.81  0.1031
46 C -0.94 -3.03 3.16  -0.1267
47 C 3.51 -2.42 -3.76  -0.0308
48 C -2.80 5.06 -3.24  -0.0430
49 C -1.03 -1.64 3.06  -0.2704
50 O 2.08 0.13 -0.92  0.1117
51 C 1.14 2.96 1.44  -0.3275
52 H -2.67 5.02 -4.32  0.0936
53 H -4.33 3.05 -4.12  0.1128
54 C -1.64 -1.97 -0.08  -0.2892
55 C 0.51 3.68 3.63  -0.0393
56 H 0.62 -4.12 -1.43  0.1099
57 H 6.31 -2.36 -0.68  0.0883
58 C 0.00 -1.45 5.24  -0.0532
59 C -2.57 -1.97 -1.11  -0.1219
60 H -3.53 1.46 2.51  0.0972
61 H 2.54 1.34 1.30  0.1104
62 O -4.35 3.14 -3.16  -0.0354
63 C 1.82 -1.10 -2.78  -0.2159
64 C 5.78 -4.14 -2.68  -0.0467
65 P -3.25 3.65 -0.88  0.4824
66 C -1.22 -3.52 -2.37  -0.0843
67 C 1.32 2.68 4.17  -0.2514
68 O -4.32 4.74 -0.53  -0.0450
69 O -2.05 1.18 -2.29  -0.3686
70 H -0.71 1.26 2.20  0.0020
71 H 1.51 -2.27 -4.56  0.1206
72 C 2.71 -0.72 -1.80  -0.1842
73 H -4.42 -2.51 1.17  0.1009
74 O 1.45 3.65 6.55  -0.3434
75 H -6.81 -2.12 1.59  0.1015
76 H 3.83 -3.10 -4.54  0.1072
77 C 4.01 -1.17 -1.76  0.0744
78 H 5.21 -4.59 -3.50  0.0765
79 H 0.61 3.86 -0.33  0.1077
80 O -0.45 3.03 -2.45  -0.3280
81 C -6.52 -0.11 2.28  -0.0939
82 H 0.54 -3.29 6.20  0.1033
83 H 6.79 -4.57 -2.71  0.0856
84 O -1.79 2.35 -4.60  -0.0628
85 N 0.83 2.93 0.01  -0.0119
86 C -0.56 -0.86 4.11  -0.0860
87 H -0.05 4.31 4.29  0.1215
88 C -0.28 -3.52 -1.35  -0.0784
89 C 0.42 3.82 2.25  -0.0482
90 H -1.31 -3.66 2.36  0.0920
91 H 6.57 -1.15 -4.24  0.0908
92 C -0.49 -2.74 -0.22  -0.1083
93 H -0.62 0.23 4.10  0.0811
94 H 6.81 -1.00 -1.70  0.0878
95 H 0.37 -0.81 6.03  0.1002
96 C -3.80 -0.55 1.79  -0.2749
97 O -3.84 2.23 -0.50  -0.1080